The following is a quantum chemistry calculation of an isolated molecule of C3H2NP at a distorted geometry, from the OMol25 dataset.

CARTESIAN COORDINATES (ANGSTROEM)
C  2.0234  0.2725  -1.2592
C  0.9384  0.4238  -0.4767
C  -1.5957  -0.0265  1.0201
N  2.9219  0.3090  -1.9914
P  -0.0344  -0.4475  0.4794
H  -2.3603  -0.0938  0.2572
H  -1.8933  -0.4374  1.9707

Multiplicity = 1
E_HOMO (alpha / beta) = -9.13 / -9.22 eV
Frontier orbital gap (alpha / beta) = 0.254 / 0.261 hartree
Maximum force = 0.0379 Eh/bohr
Relative energy (zero: lowest compared OMol25 entry of this formula, charge and spin) = 55.3 kcal/mol

Atom-resolved charges from Löwdin, all expressed in e:
1. C -0.41
2. C -0.34
3. C -0.29
4. N 0.16
5. P 0.90
6. H 0.00
7. H -0.02

The following is a quantum chemistry calculation of a structure of composition C3H2NaO3 at a distorted geometry, from the OMol25 dataset.

CARTESIAN COORDINATES (ANGSTROEM)
H  1.2702  2.0124  1.1243
C  0.0876  1.3296  -0.1637
O  0.6964  2.3456  0.3425
O  0.1845  0.9356  -1.2929
C  -0.6649  -2.0020  0.4328
C  -0.3533  -0.8559  0.6478
O  -0.1542  0.4058  0.9175
H  -1.0331  -3.0053  0.2863
Na  -0.0332  -1.1659  -2.2945

Multiplicity = 1
E_HOMO = -14.58 eV
Frontier orbital gap = 0.371 hartree
Maximum force = 0.0875 Eh/bohr
Total charge = +1
Relative energy (zero: lowest compared OMol25 entry of this formula, charge and spin) = 15.6 kcal/mol

Atom-resolved charges from Löwdin, all expressed in e:
1. H 0.22
2. C -0.49
3. O 0.21
4. O 0.12
5. C 0.15
6. C -0.20
7. O 0.10
8. H 0.07
9. Na 0.81

The following is a quantum chemistry calculation of a structure of composition C3H2NdO3 at a distorted geometry, from the OMol25 dataset.

CARTESIAN COORDINATES (ANGSTROEM)
C  -2.2731  -1.6351  1.3252
C  -1.9732  -0.4169  1.0969
O  -0.9722  0.2832  0.8996
C  1.0133  -0.8054  1.0949
O  0.7524  -1.9360  1.4167
O  1.6451  0.1962  1.1783
H  -3.1084  -2.0684  1.8639
Nd  0.9251  2.9273  1.0947
H  -0.9650  -2.1499  1.4353

Multiplicity = 5
E_HOMO (alpha / beta) = -16.39 / -16.39 eV
Frontier orbital gap (alpha / beta) = 0.240 / 0.244 hartree
Maximum force = 0.1051 Eh/bohr
Total charge = +2
Relative energy (zero: lowest compared OMol25 entry of this formula, charge and spin) = 34.4 kcal/mol

Atom-resolved charges from Löwdin, all expressed in e:
1. C 0.08
2. C -0.19
3. O -0.10
4. C -0.32
5. O 0.23
6. O 0.04
7. H 0.09
8. Nd 1.94
9. H 0.23

The following is a quantum chemistry calculation of an isolated molecule of C3H2O, from the OMol25 dataset.

CARTESIAN COORDINATES (ANGSTROEM)
O  -1.8952  0.1404  -0.3335
C  -0.6974  0.1992  -0.1812
C  0.4007  1.1493  -0.3910
C  0.8941  0.0481  0.1141
H  -0.2928  -0.8529  0.2889
H  1.5905  -0.6841  0.5028

Multiplicity = 1
E_HOMO = -9.85 eV
Frontier orbital gap = 0.377 hartree
Maximum force = 0.0163 Eh/bohr
Relative energy (zero: lowest compared OMol25 entry of this formula, charge and spin) = 80.5 kcal/mol

Atom-resolved charges from Löwdin, all expressed in e:
1. O 0.08
2. C -0.46
3. C 0.05
4. C 0.05
5. H 0.17
6. H 0.10

The following is a quantum chemistry calculation of a cluster of 2 separate species, C3H2O in total at a distorted geometry, from the OMol25 dataset.

CARTESIAN COORDINATES (ANGSTROEM)
C  0.2617  -0.9192  -0.7206
C  -0.3845  -1.7486  -1.4865
C  0.8297  -0.0817  0.0736
O  -0.9381  0.9573  1.2972
H  1.5058  0.7058  0.4102
H  -1.2746  1.0865  0.4261

Multiplicity = 1
E_HOMO (alpha / beta) = -9.83 / -9.83 eV
Frontier orbital gap (alpha / beta) = 0.248 / 0.248 hartree
Maximum force = 0.0668 Eh/bohr
Relative energy (zero: lowest compared OMol25 entry of this formula, charge and spin) = 154.9 kcal/mol

Atom-resolved charges from Löwdin, all expressed in e:
1. C -0.24
2. C 0.21
3. C 0.23
4. O -0.21
5. H 0.09
6. H -0.08

The following is a quantum chemistry calculation of an isolated molecule of C3H2O2 at a distorted geometry, from the OMol25 dataset.

CARTESIAN COORDINATES (ANGSTROEM)
C  0.2161  -0.0192  -0.4541
C  -0.6631  0.1542  0.6819
C  -1.3503  0.3339  1.6459
H  1.7855  -0.9483  -0.8768
H  -1.8858  0.4910  2.5831
O  1.2161  -0.8460  -0.1078
O  0.1444  0.5515  -1.5108

Multiplicity = 1
E_HOMO = -10.93 eV
Frontier orbital gap = 0.422 hartree
Maximum force = 0.0197 Eh/bohr
Relative energy (zero: lowest compared OMol25 entry of this formula, charge and spin) = 10.4 kcal/mol

Atom-resolved charges from Löwdin, all expressed in e:
1. C -0.56
2. C -0.02
3. C 0.15
4. H 0.13
5. H 0.06
6. O 0.12
7. O 0.12

The following is a quantum chemistry calculation of an isolated molecule of C3H2O2 at a distorted geometry, from the OMol25 dataset.

CARTESIAN COORDINATES (ANGSTROEM)
C  -0.1539  -0.7500  -0.3913
C  0.6579  -1.9400  -0.6114
C  -0.1613  0.7862  0.0236
O  0.0173  -1.4095  -1.6393
O  -0.1901  1.1313  1.3401
H  -0.6158  1.3696  -0.6757
H  0.4459  0.8125  1.9539

Multiplicity = 1
E_HOMO (alpha / beta) = -8.92 / -8.92 eV
Frontier orbital gap (alpha / beta) = 0.312 / 0.312 hartree
Maximum force = 0.1744 Eh/bohr
Relative energy (zero: lowest compared OMol25 entry of this formula, charge and spin) = 123.2 kcal/mol

Atom-resolved charges from Löwdin, all expressed in e:
1. C -0.15
2. C 0.06
3. C -0.05
4. O -0.02
5. O 0.01
6. H 0.06
7. H 0.10

The following is a quantum chemistry calculation of an isolated molecule of C3H2O2S at a distorted geometry, from the OMol25 dataset.

CARTESIAN COORDINATES (ANGSTROEM)
C  -1.1831  -0.3426  0.0006
C  -0.0151  0.7032  -0.0872
C  1.3023  -0.0917  0.0893
H  -0.7639  -1.3096  0.0094
H  2.0790  0.5804  0.3302
O  -0.0039  1.9295  -0.1201
O  1.3385  -1.2855  -0.1734
S  -2.7538  -0.1837  -0.0488

Multiplicity = 1
E_HOMO = -9.15 eV
Frontier orbital gap = 0.262 hartree
Maximum force = 0.0581 Eh/bohr
Relative energy (zero: lowest compared OMol25 entry of this formula, charge and spin) = 40.6 kcal/mol

Atom-resolved charges from Löwdin, all expressed in e:
1. C -0.60
2. C -0.34
3. C -0.14
4. H 0.01
5. H 0.11
6. O 0.10
7. O 0.07
8. S 0.79

The following is a quantum chemistry calculation of an isolated molecule of C3H2O2S2 at a distorted geometry, from the OMol25 dataset.

CARTESIAN COORDINATES (ANGSTROEM)
C  -0.6787  0.8980  -0.4799
C  -0.2399  0.6021  0.7647
C  0.2875  -0.6644  1.0516
O  0.6272  -1.3707  1.9019
O  1.8150  -1.1334  -1.1291
S  -0.8654  -0.1178  -1.9665
S  0.4822  -1.5704  -0.8689
H  -1.2111  1.9281  -0.7795
H  -0.2169  1.4285  1.5056

Multiplicity = 1
E_HOMO = -8.83 eV
Frontier orbital gap = 0.296 hartree
Maximum force = 0.0738 Eh/bohr
Relative energy (zero: lowest compared OMol25 entry of this formula, charge and spin) = 56.3 kcal/mol

Atom-resolved charges from Löwdin, all expressed in e:
1. C -0.48
2. C -0.18
3. C -0.45
4. O 0.14
5. O -0.58
6. S 0.61
7. S 0.70
8. H 0.11
9. H 0.13

The following is a quantum chemistry calculation of an isolated molecule of C3H2O3 at a distorted geometry, from the OMol25 dataset.

CARTESIAN COORDINATES (ANGSTROEM)
C  -0.2412  -1.5478  0.3806
C  0.0073  1.1449  -0.1358
C  -0.1492  -0.1646  -0.6261
O  -1.0197  -2.3668  0.0968
O  0.6052  -1.0076  1.0629
O  0.8782  0.4669  -1.0886
H  -0.5407  1.8953  -0.5988
H  0.4601  1.5798  0.9089

Multiplicity = 1
E_HOMO = -10.59 eV
Frontier orbital gap = 0.368 hartree
Maximum force = 0.0940 Eh/bohr
Relative energy (zero: lowest compared OMol25 entry of this formula, charge and spin) = 92.8 kcal/mol

Atom-resolved charges from Löwdin, all expressed in e:
1. C -0.59
2. C -0.06
3. C -0.03
4. O 0.17
5. O 0.13
6. O 0.11
7. H 0.08
8. H 0.19

The following is a quantum chemistry calculation of an isolated molecule of C3H2O3, from the OMol25 dataset.

CARTESIAN COORDINATES (ANGSTROEM)
O  1.7324  1.3628  -0.8149
C  0.8661  0.9841  -0.0706
C  0.3590  -0.4629  -0.1369
O  1.0681  -1.3910  -0.4360
C  -1.1176  -0.6716  0.1839
O  -1.8217  0.2540  0.5044
H  0.3923  1.6373  0.6835
H  -1.4786  -1.7126  0.0866

Multiplicity = 1
E_HOMO = -10.04 eV
Frontier orbital gap = 0.311 hartree
Maximum force = 0.0126 Eh/bohr
Relative energy (zero: lowest compared OMol25 entry of this formula, charge and spin) = 36.2 kcal/mol

Atom-resolved charges from Löwdin, all expressed in e:
1. O 0.11
2. C -0.16
3. C -0.29
4. O 0.15
5. C -0.16
6. O 0.09
7. H 0.13
8. H 0.13

The following is a quantum chemistry calculation of an isolated molecule of C3H2O3 at a distorted geometry, from the OMol25 dataset.

CARTESIAN COORDINATES (ANGSTROEM)
C  -0.7100  0.3032  0.3011
C  -0.1929  -0.7576  -0.3137
C  1.4870  1.2103  0.4781
O  2.6066  1.3480  0.2830
O  0.2998  1.3237  0.6826
O  -1.0538  -1.8129  -0.5882
H  -1.6239  0.7214  0.4545
H  -0.8128  -2.3362  -1.2975

Multiplicity = 1
E_HOMO = -7.78 eV
Frontier orbital gap = 0.290 hartree
Maximum force = 0.0763 Eh/bohr
Relative energy (zero: lowest compared OMol25 entry of this formula, charge and spin) = 116.3 kcal/mol

Atom-resolved charges from Löwdin, all expressed in e:
1. C -0.11
2. C -0.16
3. C -0.23
4. O 0.31
5. O 0.14
6. O -0.05
7. H 0.07
8. H 0.03

The following is a quantum chemistry calculation of a cluster of 2 separate species, C3H2O3 in total at a distorted geometry, from the OMol25 dataset.

CARTESIAN COORDINATES (ANGSTROEM)
C  -3.4229  0.2924  0.0407
C  -0.0256  -0.2065  -0.1449
C  -1.2168  -0.6139  -0.9160
O  -3.9885  -0.6820  0.2345
O  -2.8750  1.2856  -0.1241
O  -0.9389  -1.2749  0.1344
H  0.9485  -0.5373  -0.4723
H  -0.0654  0.6240  0.5425

Multiplicity = 1
E_HOMO = -10.08 eV
Frontier orbital gap = 0.391 hartree
Maximum force = 0.0347 Eh/bohr
Relative energy (zero: lowest compared OMol25 entry of this formula, charge and spin) = 63.4 kcal/mol

Atom-resolved charges from Löwdin, all expressed in e:
1. C -0.50
2. C -0.13
3. C 0.01
4. O 0.22
5. O 0.20
6. O 0.02
7. H 0.09
8. H 0.10

The following is a quantum chemistry calculation of a structure of composition C3H2O3Pb at a distorted geometry, from the OMol25 dataset.

CARTESIAN COORDINATES (ANGSTROEM)
C  1.4350  1.0401  -0.7321
C  0.5600  1.2438  0.2041
O  -0.4740  1.1056  0.7749
C  -1.2799  -1.6211  -0.3173
O  -0.7252  -1.8991  -1.2982
O  -1.5904  -1.4495  0.7995
H  2.4652  1.3715  -0.6065
Pb  -1.5822  0.0685  2.5797
H  1.1915  0.1404  -1.4041

Multiplicity = 2
E_HOMO (alpha / beta) = -11.27 / -14.27 eV
Frontier orbital gap (alpha / beta) = 0.234 / 0.345 hartree
Maximum force = 0.0554 Eh/bohr
Total charge = +1
Relative energy (zero: lowest compared OMol25 entry of this formula, charge and spin) = 0.0 kcal/mol

Atom-resolved charges from Löwdin, all expressed in e:
1. C 0.08
2. C -0.20
3. O -0.17
4. C -0.33
5. O 0.28
6. O -0.09
7. H 0.09
8. Pb 1.21
9. H 0.13

The following is a quantum chemistry calculation of a structure of composition C3H2O3Rh at a distorted geometry, from the OMol25 dataset.

CARTESIAN COORDINATES (ANGSTROEM)
H  1.0017  -2.3162  0.2646
O  1.1165  -0.7112  -1.0630
C  0.5357  -1.3644  -0.0243
C  -0.2361  -0.6447  0.8686
C  -2.3870  0.4901  -0.5846
O  0.1044  0.6509  1.0714
O  -1.6185  0.7351  -1.3936
Rh  0.7752  1.0754  -0.6288
H  -0.3852  -1.5338  1.6107

Multiplicity = 5
E_HOMO (alpha / beta) = -14.37 / -15.92 eV
Frontier orbital gap (alpha / beta) = 0.334 / 0.313 hartree
Maximum force = 0.1360 Eh/bohr
Total charge = +1
Relative energy (zero: lowest compared OMol25 entry of this formula, charge and spin) = 32.9 kcal/mol

Atom-resolved charges from Löwdin, all expressed in e:
1. H 0.16
2. O -0.20
3. C -0.14
4. C -0.22
5. C 0.12
6. O -0.20
7. O 0.00
8. Rh 1.29
9. H 0.18

The following is a quantum chemistry calculation of an isolated molecule of C3H2O3S at a distorted geometry, from the OMol25 dataset.

CARTESIAN COORDINATES (ANGSTROEM)
C  1.0635  0.0077  -0.0131
C  -0.3744  0.2469  -0.0146
C  -1.1675  -0.9886  0.1526
H  1.3010  1.9141  -0.3309
H  -0.7762  -1.9963  0.4821
O  1.8862  1.0954  0.0180
O  1.5809  -1.1458  -0.1151
O  -2.3623  -0.8130  -0.1728
S  -1.1513  1.6795  -0.0061

Multiplicity = 1
E_HOMO = -10.33 eV
Frontier orbital gap = 0.278 hartree
Maximum force = 0.1034 Eh/bohr
Relative energy (zero: lowest compared OMol25 entry of this formula, charge and spin) = 55.7 kcal/mol

Atom-resolved charges from Löwdin, all expressed in e:
1. C -0.51
2. C -0.61
3. C -0.22
4. H 0.13
5. H 0.15
6. O 0.04
7. O 0.08
8. O -0.01
9. S 0.94

The following is a quantum chemistry calculation of an isolated molecule of C3H2O3S at a distorted geometry, from the OMol25 dataset.

CARTESIAN COORDINATES (ANGSTROEM)
C  -0.0463  1.0018  -0.1721
C  0.0910  0.1790  1.0919
C  -0.0919  -1.1072  -1.1736
H  1.0156  0.4297  1.5908
H  -0.7943  0.4867  1.7068
O  -0.0317  2.2040  -0.1976
O  -0.0334  -1.8974  -2.0726
O  -0.1747  0.2471  -1.3240
S  0.0657  -1.5437  0.5504

Multiplicity = 1
E_HOMO = -10.51 eV
Frontier orbital gap = 0.398 hartree
Maximum force = 0.0311 Eh/bohr
Relative energy (zero: lowest compared OMol25 entry of this formula, charge and spin) = 2.4 kcal/mol

Atom-resolved charges from Löwdin, all expressed in e:
1. C -0.48
2. C -0.35
3. C -0.74
4. H 0.09
5. H 0.12
6. O 0.15
7. O 0.09
8. O 0.10
9. S 1.02

The following is a quantum chemistry calculation of a cluster of 3 separate species, C3H2O3S in total at a distorted geometry, from the OMol25 dataset.

CARTESIAN COORDINATES (ANGSTROEM)
C  2.1548  0.7870  -0.7810
C  -0.9788  -2.3186  0.9830
C  -0.2651  1.5992  -0.1011
O  -1.9922  -2.4835  1.4732
O  -0.9895  0.6355  -0.0717
O  0.0593  -2.1782  0.4951
S  2.0382  -0.3188  -1.8127
H  0.0317  2.0840  0.9577
H  -0.0583  2.1934  -1.1426

Multiplicity = 3
E_HOMO (alpha / beta) = -6.35 / -9.36 eV
Frontier orbital gap (alpha / beta) = 0.237 / 0.179 hartree
Maximum force = 0.0578 Eh/bohr
Relative energy (zero: lowest compared OMol25 entry of this formula, charge and spin) = 72.9 kcal/mol

Atom-resolved charges from Löwdin, all expressed in e:
1. C -0.61
2. C -0.45
3. C -0.23
4. O 0.23
5. O 0.02
6. O 0.18
7. S 0.57
8. H 0.14
9. H 0.15

The following is a quantum chemistry calculation of a structure of composition C3H2O3Sr at a distorted geometry, from the OMol25 dataset.

CARTESIAN COORDINATES (ANGSTROEM)
H  0.5352  -0.1176  -3.4436
C  -0.4655  0.2328  -2.6434
C  0.5574  1.1685  -2.5925
O  1.0471  1.1558  -1.2693
C  0.2489  0.4078  -0.5711
O  -0.5752  -0.2682  -1.3809
O  0.3554  0.2044  0.6277
Sr  -0.3125  -0.8805  2.7152
H  0.5210  2.1504  -3.0631

Multiplicity = 1
E_HOMO = -16.72 eV
Frontier orbital gap = 0.256 hartree
Maximum force = 0.0571 Eh/bohr
Total charge = +2
Relative energy (zero: lowest compared OMol25 entry of this formula, charge and spin) = 56.9 kcal/mol

Atom-resolved charges from Löwdin, all expressed in e:
1. H 0.27
2. C -0.04
3. C -0.01
4. O 0.18
5. C -0.55
6. O 0.12
7. O -0.10
8. Sr 1.94
9. H 0.18

The following is a quantum chemistry calculation of a structure of composition C3H2O3Yb at a distorted geometry, from the OMol25 dataset.

CARTESIAN COORDINATES (ANGSTROEM)
O  -0.5138  -1.3156  0.3714
O  0.2596  0.3228  -0.7614
O  -1.9522  0.2315  -0.3995
C  0.8867  -1.2325  0.7784
C  1.2389  -0.0335  0.2105
C  -0.8403  -0.3017  -0.3926
H  -0.4507  2.4841  0.5945
Yb  -2.4771  2.6842  0.0026
H  2.2435  0.2854  -0.0667

Multiplicity = 3
E_HOMO (alpha / beta) = -5.47 / -7.82 eV
Frontier orbital gap (alpha / beta) = 0.204 / 0.155 hartree
Maximum force = 0.0547 Eh/bohr
Relative energy (zero: lowest compared OMol25 entry of this formula, charge and spin) = 98.2 kcal/mol

Atom-resolved charges from Löwdin, all expressed in e:
1. O 0.04
2. O 0.01
3. O -0.10
4. C 0.09
5. C -0.06
6. C -0.65
7. H -0.15
8. Yb 0.69
9. H 0.12